{
  "formula": "C41H40N2O5W",
  "method": "ωB97M-V/def2-TZVPD",
  "symbols": ["W", "O", "O", "O", "O", "O", "N", "N", "C", "C", "C", "C", "C", "C", "C", "C", "C", "C", "C", "C", "C", "C", "C", "C", "C", "C", "C", "C", "C", "C", "C", "C", "C", "C", "C", "C", "C", "C", "C", "C", "C", "C", "C", "C", "C", "C", "C", "C", "C", "H", "H", "H", "H", "H", "H", "H", "H", "H", "H", "H", "H", "H", "H", "H", "H", "H", "H", "H", "H", "H", "H", "H", "H", "H", "H", "H", "H", "H", "H", "H", "H", "H", "H", "H", "H", "H", "H", "H", "H"],
  "positions_angstrom": [[-0.0832, 1.2808, -0.7630], [1.6383, 5.4758, -3.0265], [0.2853, 3.0410, -1.5340], [4.3867, 1.5131, -3.0684], [1.6478, 1.0704, -1.5603], [4.2569, 4.3697, -3.9732], [0.3599, 0.6285, 1.0225], [-0.4298, -0.6113, -1.1787], [-2.0441, -1.9448, 0.3163], [0.8826, 3.4439, 3.3189], [-0.5709, -0.3174, 1.1728], [0.0777, -2.6077, -2.4504], [-1.0553, 1.5257, -4.1800], [-3.1187, -2.5327, 2.4564], [-0.7925, 3.2185, 1.4644], [-1.4086, -0.5741, 3.6377], [1.4395, 3.2147, -2.1817], [3.2054, -1.1442, 3.7934], [-2.1216, 3.0532, 2.2014], [-3.7453, -3.6228, 0.3772], [2.3814, 1.6526, 3.9290], [-0.5685, -1.3671, -2.3833], [-2.3268, -1.3174, 4.4087], [-2.2128, -1.7869, 1.7111], [1.9028, 0.8466, 2.9035], [-0.9163, -2.8783, -4.6384], [-2.8080, -2.8661, -0.3610], [0.6307, -4.5058, -0.8775], [3.5043, 2.2919, -2.8946], [-2.4663, 1.1274, -2.1129], [0.8984, 1.3992, 2.1062], [2.2078, 2.1132, -2.1984], [-0.9843, -1.0119, -0.0349], [-1.3644, -0.8100, 2.2819], [-1.5219, -1.6354, -4.5432], [-1.3491, -0.8407, -3.4172], [2.0606, 4.3742, -2.8731], [-3.9011, -3.4725, 1.7369], [-3.1576, -2.2639, 3.8478], [-0.1157, -3.3486, -3.6105], [3.3316, -0.5144, 1.3618], [0.3696, 2.6783, 2.2773], [2.4481, -0.5408, 2.6159], [-1.9730, 0.5460, -3.4409], [-0.5810, 4.6348, 0.9541], [3.4283, 3.7863, -3.3637], [2.4621, -3.0972, -1.9043], [1.8812, 2.9318, 4.1310], [1.0236, -3.1141, -1.3754], [-3.8462, -2.8115, 4.4791], [3.1521, -3.4241, -1.1260], [-1.7887, 1.8812, -1.5781], [-0.0601, 1.5491, -3.7241], [-2.8840, 0.4449, -4.0360], [1.3032, -4.8201, -0.0791], [-0.6370, 5.3251, 1.7965], [2.2769, 3.5392, 4.9338], [0.3883, 4.7610, 0.4768], [4.1907, 0.1403, 1.5171], [-2.0805, 3.6336, 3.1243], [-2.6956, -3.0318, -1.4252], [-0.3896, -4.5265, -0.4905], [-0.7605, 0.1509, 4.1144], [2.7583, -2.0983, -2.2289], [-0.9712, 2.5815, 0.5119], [-0.9147, 1.2073, -5.2114], [2.5729, -3.7741, -2.7524], [1.5917, -1.1959, 2.4139], [-2.8640, 0.4045, -1.4003], [3.7085, -1.5147, 1.1457], [0.3752, -4.3073, -3.7140], [-2.3114, 2.0131, 2.4696], [0.7037, -5.2466, -1.6742], [3.1600, 1.2816, 4.5802], [2.7941, -0.1605, 0.4796], [-2.1363, -1.2729, -5.3585], [0.5015, 4.4393, 3.5032], [-1.0607, -3.4787, -5.5264], [-3.2489, 1.8669, -2.3024], [3.4627, -2.1788, 3.5690], [-4.3509, -4.3496, -0.1461], [-2.9523, 3.4286, 1.6037], [2.6132, -1.1352, 4.7091], [0.9930, -2.4339, -0.5198], [-2.3732, -1.1401, 5.4741], [-1.3631, 4.9176, 0.2505], [4.1406, -0.6148, 3.9815], [-4.6273, -4.0792, 2.2633], [-1.4643, 2.5373, -4.1845]],
  "lowdin_charge": [1.82, 0.21, -0.17, 0.21, -0.13, 0.24, -0.05, -0.05, -0.08, 0.00, -0.14, -0.13, -0.02, -0.13, -0.37, 0.04, -0.22, -0.06, -0.01, -0.02, 0.01, -0.14, -0.02, -0.07, -0.12, -0.02, 0.04, -0.04, -0.23, -0.05, -0.16, -0.20, -0.16, -0.09, -0.01, -0.13, -0.23, 0.04, 0.04, 0.00, -0.03, -0.14, -0.36, -0.33, -0.03, -0.19, -0.04, -0.01, -0.37, 0.13, 0.09, 0.03, 0.07, 0.15, 0.09, 0.10, 0.13, 0.09, 0.10, 0.11, 0.13, 0.07, 0.13, 0.09, 0.06, 0.10, 0.09, 0.13, 0.10, 0.09, 0.13, 0.08, 0.09, 0.12, 0.05, 0.13, 0.13, 0.12, 0.13, 0.09, 0.12, 0.10, 0.09, 0.11, 0.12, 0.10, 0.09, 0.13, 0.10],
  "homo_lumo_gap_ev": 6.30,
  "total_charge": 2,
  "homo_energy_ev": -14.1650,
  "e_above_lowest_kj_mol": 0.0
}